This record from OMol25 describes the ion C2H3BrN with charge +1. The level of theory is ωB97M-V with the def2-TZVPD basis set.

Element x y z (Å)
N (-0.244, -0.008, -0.029)
C (-1.622, 0.030, -0.023)
C (-2.857, -0.114, 0.085)
Br (-4.653, 0.021, -0.010)
H (0.192, -0.988, -0.276)
H (0.013, 0.220, 0.976)
H (0.228, 0.706, -0.621)

The total charge is +1. For the strongest force on any atom, the calculation gives 6.0 eV/A. The orbital gap is 10.05 eV. Its electronic energy is -2706.39227 Eh. The calculation puts the energy above the lowest of the compared OMol25 structures with the same formula, charge and spin at 0.0 kJ/mol. The value obtained for the LUMO energy is -4.54 eV. The value obtained for the HOMO energy is -14.598 eV. As for the structure (SMILES): [NH3+]C#CBr.